# 1
The following is a quantum chemistry calculation of a structure of composition C32H64Br2NiO16S7 in a non-equilibrium geometry, from the OMol25 dataset.

As for the orbital gap (spin up / spin down): 10.00 / 5.58 eV. Its expectation value of S² is 3.761. Its LUMO energy (spin up / spin down) is -2.005 / -5.708 eV.

Structure (ORCA input):
```
! RIJCOSX wB97M-V def2-TZVPD def2/J DEFGRID3
* xyz 1 4
Ni -0.2420 2.1866 0.3158
O -0.9561 0.4945 1.4686
C -0.0938 -0.5513 0.9830
C 1.2621 -0.1721 0.3959
O 1.4714 1.0672 -0.2484
H -0.6241 -1.0420 0.1668
H 0.0172 -1.4817 1.5399
H 1.5334 -0.9905 -0.2710
H 1.9847 -0.3709 1.1873
C -2.0812 -6.0128 0.1996
C -2.9922 -6.9740 -0.7161
C -2.6751 -6.6668 -2.2491
S -2.5863 -4.8093 -2.3592
O -3.9138 -4.3636 -2.7587
O -1.3723 -4.4108 -3.0864
C -2.3616 -4.6231 -0.4974
H -1.0396 -6.3260 0.1283
H -2.2237 -6.0597 1.2792
H -4.0560 -6.7592 -0.6147
H -2.8467 -8.0032 -0.3879
H -3.3915 -7.1792 -2.8912
H -1.7964 -7.2550 -2.5139
H -3.3851 -4.4485 -0.1656
H -1.8771 -3.6963 -0.1901
C 1.9090 -3.8737 2.0276
C 1.1344 -3.5803 3.3503
C 2.1831 -3.2260 4.3737
S 3.7389 -4.0074 4.0363
O 3.5773 -5.3229 4.5958
O 4.8458 -3.1796 4.4497
C 3.5429 -3.9587 2.2215
H 1.7212 -3.0202 1.3761
H 1.5398 -4.7431 1.4836
H 0.7214 -4.5437 3.6492
H 0.4106 -2.7819 3.1868
H 1.9356 -3.1923 5.4347
H 2.5797 -2.2373 4.1428
H 4.0575 -4.7910 1.7414
H 4.1239 -3.0613 2.0088
C 2.6212 -0.8090 -5.3347
C 2.1747 -0.3610 -3.9959
C 2.8945 -1.1913 -2.9258
S 4.3862 -2.0078 -3.6360
O 4.0742 -3.4525 -3.5959
O 5.6780 -1.4355 -3.1912
C 4.0571 -1.3924 -5.3526
H 2.4758 -0.1264 -6.1720
H 1.9793 -1.6375 -5.6340
H 1.1341 -0.2720 -3.6839
H 2.5975 0.6358 -3.8710
H 2.2189 -1.9858 -2.6088
H 3.0330 -0.5710 -2.0403
H 4.5440 -2.1619 -5.9517
H 4.7624 -0.5885 -5.5633
C -5.9835 3.4440 1.5613
C -5.3830 4.1878 0.3383
C -3.9582 4.8692 0.4379
S -3.1032 3.5913 1.5557
O -2.7257 4.2478 2.8601
O -2.0511 3.1039 0.5948
C -4.6858 2.6359 1.7849
H -6.9194 2.8856 1.5416
H -6.0406 4.0478 2.4670
H -6.0002 5.0699 0.1676
H -5.5344 3.4687 -0.4667
H -3.9049 5.8571 0.8955
H -3.4899 4.8475 -0.5461
H -4.5179 2.0698 2.7012
H -4.5153 1.9605 0.9465
C 0.5370 2.9474 5.0867
C 1.7367 1.9947 4.9017
C 2.0952 2.0458 3.4190
S 1.5364 3.6358 2.7758
O 0.5243 3.2541 1.7790
O 2.7099 4.4696 2.4374
C 0.7299 4.1656 4.2805
H 0.4350 3.1589 6.1511
H -0.3281 2.3381 4.8251
H 1.4730 0.9904 5.2332
H 2.5639 2.4127 5.4754
H 1.6409 1.3012 2.7653
H 3.1346 1.9761 3.0983
H -0.1927 4.6788 4.0094
H 1.4927 4.8308 4.6851
C -1.6483 -1.0662 -4.3527
C -2.2853 0.1832 -4.9662
C -2.0139 1.4024 -4.0592
S -2.2088 0.7617 -2.3452
O -3.6051 0.5304 -1.9366
O -1.2333 1.5392 -1.5731
C -1.4878 -0.8859 -2.8601
H -0.6458 -1.3561 -4.6674
H -2.3392 -1.8630 -4.6285
H -3.3400 0.0121 -5.1815
H -1.7969 0.2196 -5.9400
H -2.6179 2.3097 -4.0667
H -0.9959 1.7917 -4.0413
H -1.9430 -1.6195 -2.1947
H -0.4187 -0.8731 -2.6477
C 3.5598 3.5210 -2.9873
C 4.0194 4.6562 -2.0669
C 3.0229 4.8499 -0.8865
S 1.4059 4.5077 -1.5925
O 0.9271 5.7775 -2.0945
O 0.5508 3.7250 -0.7322
C 2.0566 3.5818 -3.0830
H 4.0220 2.6109 -2.6049
H 4.0701 3.6077 -3.9466
H 3.7388 5.5173 -2.6733
H 5.0947 4.7829 -1.9410
H 2.9814 5.7405 -0.2594
H 3.2048 3.9373 -0.3190
H 1.8633 4.0687 -4.0388
H 1.5968 2.5943 -3.1215
Br -4.3210 -0.1786 4.8207
C -2.6271 -0.1947 4.0258
C -1.5272 -0.8585 4.8516
Br -1.2382 0.0289 6.6407
H -2.4033 0.8707 3.9717
H -2.7779 -0.5633 3.0112
H -0.5405 -0.9414 4.3960
H -1.7809 -1.8910 5.0920
*
```

Atom charges from the Löwdin analysis, given in e for atoms 1 to 4: Ni 0.63; O -0.05; C -0.22; C -0.34

# 2
The following is a quantum chemistry calculation of a cluster of 2 separate species, C28H45ClF7N3O4S2 in total in a non-equilibrium geometry, from the OMol25 dataset.

As for the orbital gap: 5.75 eV. Its LUMO energy is -1.545 eV.

Structure (ORCA input):
```
! RIJCOSX wB97M-V def2-TZVPD def2/J DEFGRID3
* xyz 0 1
C -1.4910 3.2070 4.3003
C -2.6130 2.3984 5.1132
C -3.6703 1.5984 4.1998
C -3.0898 1.1164 2.7723
C -4.0494 -0.0678 2.2432
C -3.2662 -1.3751 1.7322
C -2.7889 -2.3588 2.9031
C -1.4363 -1.9064 3.6370
C -0.1996 -1.8819 2.6108
C 0.3164 -3.4264 2.4728
C 0.3772 -3.8719 0.9278
C 1.9199 -4.1602 0.4833
C 2.2998 -3.4113 -0.8798
N 3.1272 -2.1418 -0.6593
C 3.8290 -1.8763 -1.9552
C 4.5345 -0.4429 -2.0635
C 3.8253 0.7142 -1.1514
C 4.5813 0.9100 0.2426
F 5.4936 -0.1592 0.5375
F 3.7375 1.0372 1.3710
C 5.5101 2.2361 0.1050
F 6.2600 2.2525 -1.0990
F 6.4846 2.1244 1.1537
C 4.7305 3.6058 0.3783
F 4.4804 3.8018 1.7614
F 3.5900 3.8028 -0.4221
F 5.6344 4.6552 0.0240
C 2.2781 0.3069 -1.0328
C 1.3099 1.4653 -0.4842
C 0.6107 2.3078 -1.6802
C -0.4441 1.3621 -2.4819
S 0.3072 1.1085 -4.1731
C -0.9940 0.6092 -5.3785
S -2.1648 -0.4855 -4.9116
N -1.0160 1.1908 -6.7262
C -0.6729 2.5939 -6.7567
C -0.8355 2.8747 -8.2713
N -1.2324 1.6379 -8.9312
C -1.3392 0.5669 -7.9871
C 2.1497 -1.0789 -0.2369
H -0.9081 2.5506 3.5753
H -1.9450 4.1145 3.7823
H -0.7386 3.6003 5.0805
H -3.2167 3.1253 5.7775
H -2.1086 1.6413 5.8027
H -3.9576 0.6504 4.7790
H -4.5577 2.2934 4.0238
H -1.9849 0.8369 2.7913
H -3.2508 2.0073 2.0534
H -4.7835 -0.3623 3.0636
H -4.6528 0.3171 1.3489
H -4.0162 -1.9713 1.0924
H -2.4342 -1.0140 1.0375
H -3.6073 -2.3742 3.7188
H -2.6291 -3.4407 2.5266
H -1.5624 -0.8788 4.1164
H -1.1527 -2.6481 4.4695
H -0.4401 -1.4145 1.5979
H 0.6324 -1.2399 3.0940
H 1.3445 -3.4408 2.9856
H -0.3388 -4.1517 3.0789
H -0.1342 -3.1094 0.2307
H -0.2178 -4.8480 0.7822
H 2.6571 -3.9954 1.3378
H 1.9548 -5.2899 0.2496
H 2.9381 -4.1418 -1.5083
H 1.3744 -3.2033 -1.5354
H 3.7747 -2.3695 0.1152
H 4.5679 -2.7360 -2.1633
H 3.0341 -1.9511 -2.7815
H 5.6708 -0.4732 -1.9297
H 4.3677 -0.0891 -3.1505
H 3.9141 1.6758 -1.7739
H 1.9233 0.0882 -2.1131
H 1.7857 2.1666 0.2739
H 0.4408 0.9273 0.0536
H 0.0752 3.2411 -1.2923
H 1.4274 2.6530 -2.4026
H -0.6260 0.3749 -1.9156
H -1.4804 1.8518 -2.5691
H -0.3725 3.2600 -5.8938
H -0.6741 3.9055 -8.7121
H -1.6147 -0.5210 -8.1334
H 1.0510 -1.4111 -0.3508
H 2.2874 -0.9283 0.8992
O -7.9562 0.0436 1.6570
Cl -7.5815 -0.8235 0.5597
O -6.3795 -1.5547 0.9123
O -7.3297 -0.0253 -0.6226
O -8.6531 -1.7581 0.2935
*
```

Atom charges from the Löwdin analysis, given in e for atoms 1 to 4: C -0.15; C -0.26; C -0.21; C -0.21

# 3
The following is a quantum chemistry calculation of a cluster of 2 separate species, C4H10O in total in a non-equilibrium geometry, from the OMol25 dataset.

As for the orbital gap: 9.67 eV. For the energy above the lowest of the compared OMol25 structures with the same formula, charge and spin, the calculation gives 56.0 kcal/mol. Its LUMO energy is 0.783 eV.

Structure (ORCA input):
```
! RIJCOSX wB97M-V def2-TZVPD def2/J DEFGRID3
* xyz 0 1
C 1.7424 0.9318 -0.8100
C 1.4961 0.1578 -1.8662
O 0.1910 -0.1269 -2.2401
H 2.6334 0.6984 -0.2327
H 1.1535 1.7341 -0.3908
H 2.3061 -0.4394 -2.2877
H 0.1852 -1.0148 -2.6179
C -1.3127 0.0683 2.8064
C -1.6663 -0.7701 1.6016
H -1.7179 1.0640 2.6012
H -0.2571 0.1604 2.9849
H -1.9509 -0.2491 3.6453
H -2.1148 -0.4475 0.6334
H -0.8946 -1.5043 1.3323
H -2.5383 -1.5668 1.7530
*
```

Atom charges from the natural (NBO) analysis, given in e for atoms 1 to 4: C -0.50; C 0.13; O -0.69; H 0.20

# 4
The following is a quantum chemistry calculation of a cluster of 7 separate species, C28H32BN5O9 in total in a non-equilibrium geometry, from the OMol25 dataset.

As for the orbital gap: 5.71 eV. For the energy above the lowest of the compared OMol25 structures with the same formula, charge and spin, the calculation gives 0.0 kcal/mol. Its LUMO energy is -2.373 eV.

Structure (ORCA input):
```
! RIJCOSX wB97M-V def2-TZVPD def2/J DEFGRID3
* xyz 0 1
N 8.7109 -14.4755 -0.9399
H 8.9306 -14.3396 0.0366
H 9.4832 -14.0316 -1.4160
H 7.8237 -14.0954 -1.2374
H 8.7439 -15.4530 -1.1919
O -1.9741 -7.8736 0.8247
C -1.4355 -8.9619 0.9657
O -0.7310 -9.6498 0.1630
B -0.3738 -10.9732 0.6847
O -0.9331 -10.9045 2.0642
C -1.7258 -9.9068 2.1836
O -2.6720 -9.8338 3.0359
O -0.9091 -12.0944 0.0041
C -0.0032 -12.8665 -0.4964
O -0.1170 -14.0477 -0.9591
C 1.3460 -12.1563 -0.2186
O 1.0656 -11.1049 0.5658
O 2.3701 -12.7045 -0.5524
C 5.7814 -6.9535 -2.3084
C 5.1577 -7.7197 -3.3952
C 6.3276 -8.5234 -4.0557
O 7.3448 -8.4990 -3.0581
C 7.3119 -7.1396 -2.6429
H 5.4954 -7.5352 -1.4320
H 5.4956 -5.9123 -2.1592
H 4.6064 -7.0648 -4.0699
H 4.3842 -8.4076 -3.0538
H 6.5325 -8.1910 -5.0733
H 6.1754 -9.5966 -4.1710
H 7.7715 -6.4519 -3.3528
H 7.8344 -7.1462 -1.6862
N 9.0147 -18.9304 -3.9989
C 10.1237 -19.4258 -4.5679
C 10.1544 -20.2446 -5.6819
C 8.9956 -20.7184 -6.2871
C 7.7939 -20.4012 -5.6076
C 7.8812 -19.5278 -4.5169
H 11.0800 -19.2200 -4.1102
H 11.0746 -20.4934 -6.1896
H 9.1502 -21.4060 -7.1055
H 6.8350 -20.7830 -5.9255
H 7.0082 -19.3297 -3.9128
N 12.1429 -12.9534 -4.7041
C 11.7261 -13.0767 -6.0123
C 12.5740 -12.6837 -7.1016
C 13.9001 -12.3165 -6.7402
C 14.3306 -12.2134 -5.4244
C 13.3744 -12.5023 -4.4482
H 10.6715 -13.2833 -6.1196
H 11.9974 -12.7468 -8.0126
H 14.6857 -12.0135 -7.4165
H 15.1963 -11.6454 -5.1173
H 13.6647 -12.3927 -3.4137
N 7.5287 -12.1872 4.0528
C 7.4644 -12.6210 5.3502
C 6.5524 -12.0148 6.3041
C 5.8067 -10.9168 5.8500
C 5.9437 -10.4457 4.5650
C 6.8146 -11.0598 3.7402
H 7.9864 -13.5061 5.6825
H 6.3516 -12.4283 7.2814
H 5.0545 -10.3990 6.4267
H 5.2259 -9.6949 4.2691
H 6.8222 -10.9619 2.6647
N 6.0641 -18.3828 2.4247
C 4.7561 -18.2380 2.2769
C 3.9246 -19.1303 1.6241
C 4.4909 -20.2293 0.9509
C 5.8608 -20.3990 1.1310
C 6.6298 -19.4888 1.8674
H 4.2869 -17.2838 2.4662
H 2.8632 -18.9791 1.4940
H 3.8755 -20.8623 0.3288
H 6.2204 -21.3192 0.6949
H 7.7039 -19.5959 1.8329
*
```

Atom charges from the Löwdin analysis, given in e for atoms 1 to 4: N 0.36; H 0.16; H 0.15; H 0.16